Entry from OMol25: a cluster of 10 separate species, C30H70N10O10 in total (the ωB97M-V functional and the def2-TZVPD basis).

Results
⟨S²⟩ = 0.750
Total charge = -1
Strongest force on any atom = 0.071 hartree/bohr
LUMO energy (alpha / beta) = 2.14 / 2.15 eV
Kohn-Sham gap (alpha / beta) = 1.69 / 9.58 eV
Energy relative to the best compared isomer or geometry (same formula, charge and spin) = 5.6374 eV
Spin multiplicity = 2

Each line ends with the Löwdin charge.
Element x y z (Å)
C  -5.392  -1.433  0.989  -0.3622
O  -5.951  -1.945  1.961  -0.0184
N  -4.291  -1.886  0.444  -0.1706
C  -3.608  -3.092  0.825  -0.0547
C  -3.784  -1.306  -0.772  -0.0795
H  -5.617  -0.426  0.605  0.1250
H  -2.646  -2.825  1.265  0.0755
H  -3.438  -3.737  -0.036  0.0778
H  -4.106  -3.757  1.530  0.0997
H  -4.519  -0.588  -1.134  0.0746
H  -2.756  -0.957  -0.668  0.0707
H  -3.615  -2.059  -1.541  0.0839
C  0.425  4.203  -3.570  -0.3785
O  -0.405  3.536  -2.967  -0.0208
N  0.589  4.107  -4.866  -0.1873
C  1.326  5.131  -5.558  -0.1048
C  -0.248  3.303  -5.753  -0.0682
H  0.995  5.029  -3.117  0.1339
H  0.659  5.907  -5.932  0.0868
H  1.849  4.700  -6.411  0.0829
H  2.071  5.641  -4.947  0.0814
H  -0.784  2.618  -5.097  0.0691
H  -1.032  3.762  -6.356  0.0893
H  0.349  2.634  -6.372  0.0809
C  5.531  2.298  0.305  -0.3141
O  5.554  3.182  1.212  -0.0498
N  4.502  1.424  0.129  -0.1835
C  4.570  0.287  -0.730  -0.0974
C  3.307  1.511  1.005  -0.0341
H  6.330  1.999  -0.390  0.1238
H  4.465  -0.578  -0.075  0.0503
H  5.569  0.117  -1.131  0.0855
H  3.838  0.257  -1.536  0.0859
H  3.277  0.565  1.547  0.0729
H  3.290  2.392  1.646  0.0847
H  2.381  1.596  0.437  0.0652
C  -5.693  1.634  -2.972  -0.3759
O  -5.727  1.313  -4.141  0.0028
N  -4.559  1.791  -2.262  -0.1845
C  -3.293  1.606  -2.839  -0.0973
C  -4.480  2.095  -0.764  -0.0362
H  -6.541  1.735  -2.277  0.1268
H  -3.438  1.381  -3.896  0.0826
H  -2.787  0.770  -2.356  0.0752
H  -2.696  2.505  -2.989  0.0778
H  -3.749  1.405  -0.342  0.0510
H  -4.158  3.123  -0.603  0.0797
H  -5.452  2.003  -0.279  0.0697
C  -4.105  2.062  3.457  -0.3693
O  -3.116  2.119  2.768  -0.0133
N  -4.357  0.975  4.181  -0.1838
C  -5.586  0.958  4.997  -0.0549
C  -3.513  -0.174  4.170  -0.0757
H  -4.827  2.891  3.506  0.1327
H  -5.247  0.796  6.021  0.0803
H  -6.277  0.194  4.643  0.0901
H  -6.035  1.939  5.152  0.0772
H  -2.980  -0.320  5.109  0.0854
H  -4.125  -1.071  4.081  0.0800
H  -2.894  -0.305  3.282  0.0798
C  0.693  -0.221  -1.373  -0.2817
O  1.438  -1.212  -1.657  -0.1051
N  0.411  0.160  -0.091  -0.1849
C  -0.391  1.346  0.253  -0.0466
C  0.678  -0.702  1.036  -0.0903
H  0.489  0.545  -2.138  0.1294
H  -1.393  1.175  0.648  0.0664
H  -0.477  2.038  -0.585  0.0800
H  0.162  1.769  1.092  0.0695
H  -0.232  -1.159  1.427  0.0775
H  1.411  -1.486  0.846  0.0661
H  1.102  -0.117  1.851  0.0670
C  -0.016  6.778  2.428  -0.3892
O  0.068  7.971  2.335  0.0123
N  -0.992  6.077  3.016  -0.1876
C  -1.069  4.623  3.054  -0.0828
C  -2.069  6.702  3.727  -0.0770
H  0.750  6.151  1.947  0.1296
H  -1.105  4.210  4.062  0.0817
H  -0.261  4.033  2.623  0.0736
H  -1.950  4.316  2.491  0.0696
H  -3.087  6.316  3.692  0.0837
H  -1.708  6.712  4.755  0.0925
H  -2.210  7.738  3.417  0.0834
C  5.560  -4.721  2.198  -0.3809
O  4.680  -5.519  2.399  0.0058
N  5.351  -3.422  1.955  -0.1886
C  4.006  -2.864  2.101  -0.0463
C  6.504  -2.569  1.741  -0.0462
H  6.603  -5.027  2.028  0.1375
H  3.588  -2.164  1.378  0.0465
H  4.092  -2.247  2.996  0.0830
H  3.276  -3.639  2.333  0.0852
H  6.871  -2.266  2.721  0.0907
H  7.208  -3.064  1.073  0.0819
H  6.115  -1.750  1.135  0.0732
C  -1.466  -5.779  -0.286  -0.3158
O  -1.729  -5.754  0.927  -0.0251
N  -0.790  -4.770  -0.924  -0.1918
C  -0.559  -3.576  -0.193  -0.0919
C  -0.435  -4.839  -2.321  -0.0747
H  -1.763  -6.587  -0.972  0.1284
H  0.483  -3.293  -0.348  0.0679
H  -0.690  -3.753  0.874  0.0846
H  -1.189  -2.770  -0.569  0.0739
H  -1.125  -4.237  -2.912  0.0734
H  0.554  -4.408  -2.479  0.0657
H  -0.530  -5.848  -2.721  0.0833
C  5.657  -5.047  -1.577  -0.3223
O  6.733  -4.456  -1.338  -0.0441
N  4.492  -4.430  -1.800  -0.1953
C  3.242  -5.106  -1.908  -0.0717
C  4.421  -2.970  -1.869  -0.0353
H  5.532  -6.140  -1.622  0.1318
H  2.735  -4.966  -2.863  0.0805
H  2.658  -4.759  -1.055  0.0930
H  3.405  -6.183  -1.894  0.0884
H  3.910  -2.604  -0.978  0.0638
H  5.414  -2.521  -1.874  0.0832
H  3.889  -2.747  -2.794  0.0942